[1]
Computed, not measured: 4 unconnected molecules or ions with the total composition C26H36F5N3O3 in a non-equilibrium geometry, with ωB97M-V/def2-TZVPD.

Atoms and positions in Å:
O -1.673 0.385 0.218
C -0.673 -0.344 0.019
O -0.421 -1.542 0.772
C -1.354 -2.592 0.368
C -1.875 -3.402 1.650
C -2.003 -2.535 2.995
C -1.039 -3.004 4.195
C 0.522 -2.756 3.942
O 1.065 -3.401 2.762
C 0.428 -0.041 -1.140
F -0.139 -0.618 -2.343
F 1.666 -0.694 -0.880
C 0.643 1.509 -1.426
C -0.316 2.178 -2.453
C -0.106 3.677 -2.788
C 1.031 4.475 -2.103
C 1.966 3.806 -1.067
C 3.128 4.648 -0.344
F 3.960 5.348 -1.263
F 3.855 3.838 0.557
F 2.464 5.677 0.420
C 1.787 2.308 -0.707
H -2.273 -2.077 -0.111
H -0.906 -3.276 -0.439
H -2.884 -3.903 1.399
H -1.137 -4.273 1.821
H -1.925 -1.393 2.826
H -3.084 -2.696 3.381
H -1.326 -2.344 5.104
H -1.301 -4.079 4.517
H 1.076 -3.225 4.849
H 0.834 -1.656 3.919
H 1.297 -4.337 2.929
H -1.160 1.574 -2.949
H -0.818 4.143 -3.549
H 1.128 5.584 -2.377
H 2.463 1.797 0.050
C -6.248 -3.880 0.666
C -7.151 -2.745 1.132
C -6.374 -1.534 1.651
C -5.627 -1.834 2.876
N -5.035 -2.070 3.834
H -5.656 -4.286 1.491
H -6.849 -4.695 0.257
H -5.562 -3.540 -0.115
H -7.829 -3.118 1.906
H -7.773 -2.426 0.289
H -7.080 -0.723 1.857
H -5.691 -1.169 0.879
C -0.069 -6.471 -4.359
C 0.558 -5.211 -3.775
C 0.872 -5.331 -2.283
C -0.339 -5.459 -1.467
N -1.290 -5.562 -0.826
H -1.041 -6.682 -3.906
H -0.222 -6.351 -5.434
H 0.579 -7.338 -4.204
H -0.109 -4.360 -3.953
H 1.489 -5.004 -4.312
H 1.420 -4.439 -1.964
H 1.531 -6.186 -2.107
C 6.313 8.028 1.136
C 5.199 8.303 0.134
C 5.712 8.816 -1.212
C 6.338 10.138 -1.103
N 6.833 11.173 -1.018
H 6.853 8.942 1.397
H 5.897 7.614 2.057
H 7.031 7.307 0.735
H 4.493 9.020 0.568
H 4.646 7.374 -0.034
H 4.871 8.880 -1.909
H 6.423 8.102 -1.638

Highest occupied orbital energy ... -0.351 hartree
Strongest force on any atom ... 0.10244 hartree/bohr

And the Mulliken charges, in e, turn out to be: -0.53 0.36 -0.17 -0.15 -0.28 -0.07 -0.73 -0.50 -0.45 1.12 -0.31 -0.27 -0.06 -0.52 -0.60 -0.51 -0.04 0.94 -0.23 -0.24 -0.25 -0.22 0.37 -0.37 0.32 0.22 0.38 -0.14 0.36 0.30 0.35 0.23 0.28 0.32 0.31 0.32 0.38 -1.10 -0.45 -0.36 0.29 -0.53 0.30 0.36 0.29 0.30 0.32 0.30 0.24 -1.19 -0.35 -0.37 0.30 -0.48 0.34 0.35 0.30 0.26 0.33 0.26 0.37 -1.25 0.04 -0.33 0.15 -0.42 0.39 0.34 0.32 0.31 -0.15 0.30 0.29

---

[2]
Computed, not measured: a molecular structure, Cl2H2O2P2 in a non-equilibrium geometry, with ωB97M-V/def2-TZVPD.

Atoms and positions in Å:
O 0.900 0.347 2.072
O -0.553 0.151 -2.288
P -0.745 0.375 -0.861
P 1.064 -1.022 1.634
Cl 2.123 -0.897 -0.114
Cl -1.388 -1.128 0.265
H 0.329 0.744 -0.166
H -1.731 1.430 -0.541

Highest occupied orbital energy ... -0.400 hartree
Strongest force on any atom ... 0.06444 hartree/bohr
Energy above the lowest of the compared OMol25 structures with the same formula, charge and spin ... 29.5 kcal/mol

And the Mulliken charges, in e, turn out to be: -0.37 -0.54 0.57 0.50 -0.18 -0.15 0.05 0.12

---

[3]
Computed, not measured: a molecular structure, C20H52FN6O9S2 in a non-equilibrium geometry, with ωB97M-V/def2-TZVPD.

Atoms and positions in Å:
C 2.027 2.294 1.632
N 3.192 3.032 1.162
C 3.026 3.904 0.023
S 3.506 5.623 0.354
O 3.909 6.138 -0.936
O 4.496 5.509 1.405
N 2.220 6.449 0.792
S 1.362 6.126 2.073
O 0.806 7.337 2.615
O 1.945 5.165 2.988
C -0.016 5.193 1.329
C -1.425 5.401 1.796
O -1.949 6.120 2.546
F -2.187 4.458 1.104
H 1.155 2.466 0.987
H 1.740 2.600 2.648
H 2.218 1.213 1.655
H 3.624 3.570 1.906
H 3.696 3.653 -0.812
H 1.996 3.892 -0.358
H 0.215 4.137 1.513
H 0.004 5.335 0.245
C -1.053 0.012 -1.991
C -1.480 1.151 -1.072
C -0.918 2.520 -1.463
O 0.449 2.713 -1.150
C 1.383 2.181 -2.066
N -1.175 0.791 0.315
H -0.038 -0.321 -1.773
H -1.710 -0.848 -1.853
H -1.102 0.306 -3.042
H -2.569 1.247 -1.145
H -1.448 3.278 -0.884
H -1.096 2.729 -2.528
H 1.019 2.270 -3.095
H 1.611 1.131 -1.862
H 2.300 2.760 -1.964
H -1.583 1.477 0.943
H -0.170 0.870 0.453
C 5.645 -0.878 4.595
C 5.508 0.472 3.896
C 6.436 1.561 4.448
O 6.058 2.084 5.708
C 6.443 1.321 6.828
N 4.101 0.871 3.888
H 5.121 -0.883 5.552
H 5.201 -1.660 3.980
H 6.692 -1.133 4.775
H 5.803 0.335 2.850
H 6.409 2.411 3.763
H 7.473 1.197 4.494
H 7.422 0.853 6.672
H 5.718 0.540 7.072
H 6.512 2.002 7.676
H 3.993 1.684 3.288
H 3.856 1.196 4.821
C -6.080 -2.606 -5.233
C -5.303 -2.200 -3.985
C -4.533 -0.882 -4.114
O -3.356 -0.955 -4.893
C -3.536 -0.893 -6.293
N -4.436 -3.309 -3.574
H -5.421 -3.033 -5.990
H -6.817 -3.367 -4.980
H -6.601 -1.754 -5.672
H -6.029 -2.046 -3.180
H -4.195 -0.594 -3.115
H -5.186 -0.080 -4.488
H -4.362 -0.224 -6.557
H -3.725 -1.876 -6.732
H -2.614 -0.498 -6.719
H -4.029 -3.092 -2.668
H -3.646 -3.337 -4.216
C -2.239 -7.728 -0.525
C -2.306 -6.404 -1.278
C -2.145 -5.164 -0.390
O -3.281 -4.839 0.387
C -3.416 -5.550 1.599
N -3.530 -6.365 -2.081
H -3.179 -7.940 -0.014
H -2.060 -8.544 -1.224
H -1.437 -7.728 0.217
H -1.461 -6.377 -1.975
H -1.987 -4.299 -1.040
H -1.261 -5.256 0.255
H -2.439 -5.737 2.059
H -3.929 -6.506 1.465
H -4.007 -4.931 2.273
H -3.515 -5.535 -2.667
H -4.311 -6.208 -1.449

Highest occupied orbital energy ... -0.208 hartree
Total charge ... -1
Strongest force on any atom ... 0.02217 hartree/bohr

And the Mulliken charges, in e, turn out to be: 0.00 -0.21 -0.14 1.25 -0.72 -0.68 -0.58 1.14 -0.71 -0.59 -0.02 0.30 -0.46 -0.23 -0.97 0.38 0.53 0.43 0.35 -0.38 -0.08 0.35 -1.38 0.55 -0.92 -0.14 -0.76 -0.72 0.29 0.17 0.34 0.40 0.27 0.48 0.39 0.21 0.30 0.32 0.26 -1.54 0.45 -0.74 -0.37 -0.66 -0.58 0.28 0.38 0.35 0.40 0.36 0.45 0.30 0.22 0.26 0.10 0.30 -1.54 0.20 -0.56 -0.28 -0.75 -0.59 0.30 0.38 0.36 0.42 0.22 0.45 0.35 0.24 0.25 0.21 0.33 -1.52 0.45 -0.66 -0.34 -0.69 -0.70 0.29 0.38 0.35 0.37 0.27 0.44 0.32 0.23 0.25 0.20 0.35

---

[4]
Computed, not measured: a gas-phase ion, C5H10NO (charge +1) in a non-equilibrium geometry, with ωB97M-V/def2-TZVPD.

Atoms and positions in Å:
C 1.646 -0.808 0.380
C 1.103 0.256 -0.520
O 1.373 1.476 -0.083
N -0.675 0.167 -0.208
C -1.533 -0.874 -0.798
C -1.006 0.702 1.062
C -1.355 1.461 0.090
H 1.259 -0.675 1.369
H 1.418 -1.898 0.042
H 2.729 -0.818 0.329
H 1.184 0.179 -1.552
H 1.642 1.492 0.950
H -1.995 -0.573 -1.798
H -0.988 -1.739 -0.980
H -2.142 -1.219 -0.066
H -0.896 0.507 2.079
H -1.764 2.362 -0.296

Highest occupied orbital energy ... -0.549 hartree
Total charge ... +1
Strongest force on any atom ... 0.07056 hartree/bohr
Energy above the lowest of the compared OMol25 structures with the same formula, charge and spin ... 112.9 kcal/mol

And the Mulliken charges, in e, turn out to be: -1.08 0.03 -0.53 0.05 -1.00 -0.49 0.06 0.38 0.32 0.36 0.48 0.44 0.29 0.36 0.46 0.43 0.42